[1]
DFT (ωB97M-V with the def2-TZVPD basis set) results for C5H8O as an isolated structure.

Geometry (Å):
C (-1.8480, -0.0381, 0.4227)
C (-0.3616, 0.0862, 0.1596)
C (0.3077, 0.9288, -0.9046)
C (0.7721, -0.4755, -0.7253)
C (1.5392, -0.5154, 0.5906)
O (0.4125, -0.0283, 1.3399)
H (-2.0988, -1.0086, 0.8649)
H (-2.1567, 0.7192, 1.1604)
H (-2.4594, 0.1136, -0.4701)
H (1.0991, 1.6597, -0.7507)
H (-0.3458, 1.0886, -1.7624)
H (0.9386, -1.1589, -1.5539)
H (2.3910, 0.1616, 0.7487)
H (1.8101, -1.5328, 0.8803)

Computed properties:
Orbital gap   0.375 Ha
HOMO level   -0.333 Eh
Net charge   0
Energy   -7359.814 eV
Multiplicity   1
Relative energy (zero: lowest compared OMol25 entry of this formula, charge and spin)   235.5 kJ/mol

Let us look at the natural (NBO) charges, expressed in e, one per atom: number 1, C, carries -0.630; number 2, C, carries 0.295; number 3, C, carries -0.454; number 4, C, carries -0.298; number 5, C, carries -0.063; number 6, O, carries -0.523; number 7, H, carries 0.222; number 8, H, carries 0.228; number 9, H, carries 0.218; number 10, H, carries 0.211; number 11, H, carries 0.218; number 12, H, carries 0.221; number 13, H, carries 0.173; number 14, H, carries 0.182


[2]
DFT (ωB97M-V with the def2-TZVPD basis set) results for a 5-piece molecular cluster, C42H80ClN6O7 overall.

Geometry (Å):
C (12.7578, -2.7482, 2.5475)
C (11.3809, -2.0693, 2.3822)
C (11.1986, -1.3748, 1.0268)
C (10.3319, -0.1181, 1.0733)
C (10.4368, 0.7042, -0.2304)
C (9.0958, 1.2692, -0.7319)
C (8.8166, 2.7265, -0.2970)
C (8.3879, 3.6786, -1.4138)
C (6.9262, 3.5690, -1.8313)
C (6.5441, 2.2529, -2.5159)
C (5.1975, 2.3294, -3.2416)
C (4.0016, 1.9405, -2.3414)
C (3.1312, 0.8191, -2.9271)
C (2.0461, 1.3392, -3.8615)
C (1.1131, 0.2226, -4.3500)
C (-0.0783, 0.0608, -3.4094)
C (-1.1198, -0.9608, -3.8827)
C (-2.5455, -0.6531, -3.4340)
C (-2.7287, -0.5473, -1.9405)
C (-1.7918, -1.0070, -1.0710)
N (-1.9357, -0.8911, 0.2562)
C (-3.0260, -0.3486, 0.7994)
Cl (-3.0978, -0.2621, 2.4890)
C (-4.0309, 0.1140, -0.0058)
C (-3.8767, 0.0254, -1.3786)
C (-4.9863, 0.4782, -2.2935)
O (-5.7181, -0.3535, -2.7537)
O (-5.0589, 1.7802, -2.6109)
C (-5.1565, 2.7040, -1.4974)
C (-6.5298, 2.5941, -0.8375)
N (-6.4403, 2.2882, 0.6148)
C (-7.6719, 1.5870, 1.0369)
C (-7.6867, 0.1507, 0.5096)
C (-6.2856, 3.5061, 1.3699)
C (-4.8759, 3.9823, 1.5906)
O (-7.2259, 4.0739, 1.8565)
H (13.3073, -2.3575, 3.4011)
H (13.3721, -2.6151, 1.6584)
H (12.6561, -3.8224, 2.6949)
H (11.2177, -1.3561, 3.1883)
H (10.6306, -2.8553, 2.4663)
H (12.1726, -1.0914, 0.6193)
H (10.7667, -2.0825, 0.3156)
H (9.2906, -0.3983, 1.2378)
H (10.6699, 0.4968, 1.9083)
H (11.1196, 1.5353, -0.0550)
H (10.8578, 0.0686, -1.0100)
H (8.2969, 0.6376, -0.3392)
H (9.0469, 1.1881, -1.8172)
H (9.7289, 3.1213, 0.1519)
H (8.0487, 2.7316, 0.4791)
H (8.5428, 4.6994, -1.0548)
H (9.0351, 3.5687, -2.2874)
H (6.7035, 4.3833, -2.5264)
H (6.2781, 3.7171, -0.9628)
H (7.3365, 1.9610, -3.2063)
H (6.4855, 1.4787, -1.7478)
H (5.0628, 3.3488, -3.6057)
H (5.1965, 1.6841, -4.1219)
H (3.3724, 2.8240, -2.2109)
H (4.3679, 1.6620, -1.3539)
H (2.6867, 0.2567, -2.0994)
H (3.7949, 0.1356, -3.4615)
H (2.5274, 1.7990, -4.7261)
H (1.4827, 2.1099, -3.3336)
H (1.6599, -0.7213, -4.3390)
H (0.7541, 0.4363, -5.3562)
H (-0.5670, 1.0182, -3.2095)
H (0.3353, -0.2608, -2.4490)
H (-0.8544, -1.9804, -3.5909)
H (-1.1223, -0.9724, -4.9733)
H (-3.2521, -1.4017, -3.7946)
H (-2.8429, 0.3057, -3.8658)
H (-0.8820, -1.4721, -1.4091)
H (-1.1711, -1.2389, 0.8481)
H (-4.9174, 0.5276, 0.4603)
H (-4.3906, 2.4704, -0.7645)
H (-4.9767, 3.6857, -1.9206)
H (-7.1092, 1.8170, -1.3258)
H (-7.0862, 3.5262, -0.9735)
H (-8.5764, 2.1181, 0.7353)
H (-7.6857, 1.5592, 2.1248)
H (-6.6617, -0.2207, 0.5493)
H (-8.0523, 0.1332, -0.5147)
H (-8.3400, -0.4665, 1.1183)
H (-4.4459, 3.3779, 2.3894)
H (-4.2536, 3.8598, 0.7079)
H (-4.8816, 5.0286, 1.8765)
C (1.4637, -1.9264, 0.8704)
O (0.6428, -1.2047, 1.4420)
N (2.2089, -2.8433, 1.4751)
C (3.1718, -3.6574, 0.7496)
C (2.0797, -3.0203, 2.9162)
H (1.6639, -1.8429, -0.2097)
H (2.9266, -4.7141, 0.8569)
H (4.1764, -3.4838, 1.1358)
H (3.1545, -3.3959, -0.3059)
H (1.0625, -3.3047, 3.1822)
H (2.3187, -2.0816, 3.4157)
H (2.7711, -3.7929, 3.2399)
C (6.5268, -1.5677, 3.0179)
O (6.6035, -0.6732, 2.2002)
N (5.8050, -1.4997, 4.1555)
C (5.7168, -2.6097, 5.0830)
C (5.0872, -0.2692, 4.4447)
H (7.0404, -2.5364, 2.8879)
H (4.6743, -2.9231, 5.1808)
H (6.0873, -2.3300, 6.0704)
H (6.3050, -3.4478, 4.7153)
H (4.3742, -0.0472, 3.6491)
H (5.7804, 0.5688, 4.5134)
H (4.5578, -0.3782, 5.3881)
C (-9.9790, -3.3281, -1.3252)
O (-10.8293, -4.0926, -0.9204)
N (-10.0677, -2.6220, -2.4710)
C (-9.0144, -1.7309, -2.9072)
C (-11.2652, -2.7668, -3.2810)
H (-9.0370, -3.1447, -0.7783)
H (-9.3960, -0.7099, -2.9876)
H (-8.6233, -2.0413, -3.8784)
H (-8.2022, -1.7465, -2.1826)
H (-12.1464, -2.4757, -2.7093)
H (-11.3926, -3.8044, -3.5899)
H (-11.1792, -2.1346, -4.1614)
C (-11.8360, -0.3112, 2.1138)
O (-10.9819, -0.3419, 1.2468)
N (-11.6456, 0.1713, 3.3552)
C (-12.7002, 0.1794, 4.3502)
C (-10.3391, 0.7003, 3.7008)
H (-12.8581, -0.6859, 1.9451)
H (-12.9154, 1.1996, 4.6729)
H (-12.4101, -0.4102, 5.2217)
H (-13.6049, -0.2498, 3.9257)
H (-10.0794, 1.5325, 3.0445)
H (-9.5755, -0.0718, 3.5901)
H (-10.3546, 1.0464, 4.7309)

Computed properties:
Orbital gap   0.243 Ha
HOMO level   -0.383 Eh
Net charge   +1
Energy   -80641.665 eV
Multiplicity   1

These are the Löwdin partial charges, in e, on atoms 1 to 99: number 1, C, carries -0.105; number 2, C, carries -0.255; number 3, C, carries -0.236; number 4, C, carries -0.209; number 5, C, carries -0.197; number 6, C, carries -0.203; number 7, C, carries -0.194; number 8, C, carries -0.220; number 9, C, carries -0.214; number 10, C, carries -0.217; number 11, C, carries -0.198; number 12, C, carries -0.199; number 13, C, carries -0.224; number 14, C, carries -0.207; number 15, C, carries -0.198; number 16, C, carries -0.219; number 17, C, carries -0.190; number 18, C, carries -0.117; number 19, C, carries -0.105; number 20, C, carries 0.029; number 21, N, carries 0.119; number 22, C, carries -0.639; number 23, Cl, carries 0.834; number 24, C, carries -0.001; number 25, C, carries -0.013; number 26, C, carries -0.452; number 27, O, carries 0.190; number 28, O, carries 0.039; number 29, C, carries -0.109; number 30, C, carries -0.104; number 31, N, carries -0.096; number 32, C, carries -0.224; number 33, C, carries -0.055; number 34, C, carries -0.477; number 35, C, carries 0.025; number 36, O, carries 0.126; number 37, H, carries 0.064; number 38, H, carries 0.062; number 39, H, carries 0.062; number 40, H, carries 0.096; number 41, H, carries 0.093; number 42, H, carries 0.104; number 43, H, carries 0.114; number 44, H, carries 0.093; number 45, H, carries 0.110; number 46, H, carries 0.103; number 47, H, carries 0.102; number 48, H, carries 0.094; number 49, H, carries 0.094; number 50, H, carries 0.100; number 51, H, carries 0.111; number 52, H, carries 0.106; number 53, H, carries 0.115; number 54, H, carries 0.107; number 55, H, carries 0.115; number 56, H, carries 0.108; number 57, H, carries 0.100; number 58, H, carries 0.104; number 59, H, carries 0.103; number 60, H, carries 0.105; number 61, H, carries 0.103; number 62, H, carries 0.095; number 63, H, carries 0.112; number 64, H, carries 0.118; number 65, H, carries 0.110; number 66, H, carries 0.118; number 67, H, carries 0.113; number 68, H, carries 0.124; number 69, H, carries 0.088; number 70, H, carries 0.119; number 71, H, carries 0.120; number 72, H, carries 0.138; number 73, H, carries 0.136; number 74, H, carries 0.132; number 75, H, carries 0.119; number 76, H, carries 0.092; number 77, H, carries 0.094; number 78, H, carries 0.138; number 79, H, carries 0.121; number 80, H, carries 0.142; number 81, H, carries 0.126; number 82, H, carries 0.113; number 83, H, carries 0.057; number 84, H, carries 0.062; number 85, H, carries 0.066; number 86, H, carries 0.093; number 87, H, carries 0.064; number 88, H, carries 0.092; number 89, C, carries -0.326; number 90, O, carries -0.032; number 91, N, carries -0.173; number 92, C, carries -0.028; number 93, C, carries -0.019; number 94, H, carries 0.133; number 95, H, carries 0.097; number 96, H, carries 0.093; number 97, H, carries 0.089; number 98, H, carries 0.097; number 99, H, carries 0.091


[3]
DFT (ωB97M-V with the def2-TZVPD basis set) results for one molecule with the formula C3H7NOS.

Geometry (Å):
C (-0.0556, 2.0351, -2.0666)
C (-0.1784, -0.4904, 0.4608)
C (-0.9099, -1.0825, -0.5463)
H (0.6047, 2.0963, -3.1280)
H (-1.2419, 1.9469, -2.3131)
H (0.1525, 2.9824, -1.5675)
H (1.2520, 0.9664, 0.8593)
H (-1.5180, -1.9419, -0.2407)
H (-1.6367, -0.5596, -1.1704)
H (-0.1677, -1.5396, -1.1544)
N (0.4727, 0.6529, 0.1698)
O (0.6240, 0.9528, -1.2674)
S (0.0699, -1.1823, 1.9111)

Computed properties:
Orbital gap   0.333 Ha
HOMO level   -0.308 Eh
Net charge   0
Energy   -17593.557 eV
SMILES   CONC(C)=S
Multiplicity   1
Relative energy (zero: lowest compared OMol25 entry of this formula, charge and spin)   421.8 kJ/mol

Let us look at the natural (NBO) charges, expressed in e, one per atom: number 1, C, carries -0.269; number 2, C, carries 0.091; number 3, C, carries -0.703; number 4, H, carries 0.218; number 5, H, carries 0.196; number 6, H, carries 0.189; number 7, H, carries 0.420; number 8, H, carries 0.247; number 9, H, carries 0.238; number 10, H, carries 0.259; number 11, N, carries -0.304; number 12, O, carries -0.434; number 13, S, carries -0.148